Molecular formula: C31H63Cl3N2O6P2S2Si2Ti
Method: DFT, the ωB97M-V functional and the def2-TZVPD basis

Properties
2S+1 = 2
HOMO-LUMO gap (alpha / beta) = 6.7 / 6.5 eV
ΔE to the lowest compared entry with this formula, charge and spin = 1.0983 eV
Energy = -165124.947 eV
HOMO level (alpha / beta) = -0.3548 / -0.3474 Eh
LUMO (alpha / beta) = -2.94 / -2.94 eV
Charge = +1
Expectation value of S² = 0.7607

```
112
Properties=species:S:1:pos:R:3:forces:R:3
Ti -0.769574 -0.334322 -1.032190 0.8 0.1 0.4
Cl 4.586304 -6.229458 -2.043714 -0.3 0.0 0.5
Cl 1.546036 -5.393430 -1.422788 0.1 0.0 0.2
Cl -0.510393 -0.659603 -3.256492 -0.1 0.2 -0.1
S 0.771437 -1.580904 3.454446 -0.1 -0.1 0.4
S -2.641494 -4.564286 -0.197273 0.2 0.0 -0.6
P 1.401055 1.580593 0.426117 1.1 0.2 2.4
P 2.597754 -1.115286 0.034601 1.7 -1.2 -0.3
Si -2.804929 1.251627 -1.246430 -0.5 -0.3 0.3
Si 3.156472 -6.364692 -0.484305 0.2 0.1 -0.6
O 3.123974 -2.385091 0.898203 -0.7 1.2 -1.3
O 1.898412 2.280911 -0.840802 -0.6 -0.7 -0.7
O 0.027002 1.045811 0.368641 -1.2 -1.3 -1.6
O 3.609322 -0.609415 -1.047917 0.6 0.0 0.1
O 1.535164 2.694069 1.523591 0.0 0.6 -0.4
O 1.252523 -1.388442 -0.461815 -1.8 -0.7 -0.6
N -1.575372 -2.225153 -0.381237 0.6 0.3 -1.7
N -1.283207 -3.578668 -2.323505 -0.8 -1.3 0.9
C 4.976443 -2.143239 -2.278394 -0.2 -1.8 -0.1
C 0.884377 2.739419 2.819947 -1.1 -2.4 0.2
C 4.392406 -2.468292 1.596332 -0.1 -0.4 -0.3
C -2.335572 -1.126319 1.705095 -0.3 -0.9 -0.8
C -1.749764 3.716024 -0.343263 -1.0 -1.5 -0.4
C -1.477573 3.381810 -2.798237 0.2 1.3 -0.4
C 4.039962 -1.007798 -2.411404 -1.4 -0.1 0.2
C 3.765870 3.042159 -2.045954 -2.6 -1.0 -1.4
C -4.086061 0.625566 -3.891681 -0.5 -0.3 0.0
C -3.693608 -2.516552 3.117705 -1.0 -0.5 -0.5
C 1.293854 3.969925 3.515418 1.3 0.3 0.1
C -0.398274 -1.453733 4.886494 -0.8 1.0 -1.3
C -3.669879 -3.603360 2.213637 0.4 0.8 1.0
C -4.192189 0.341952 -2.372420 0.0 1.2 0.7
C 4.957622 -3.853357 1.385961 0.5 0.6 0.4
C 4.194904 -2.183458 3.034984 0.0 0.0 1.3
C 2.501990 0.270184 1.060205 0.8 1.7 1.0
C -0.640273 2.567194 2.679545 -0.3 0.7 -0.6
C -5.574168 0.839909 -1.832504 -0.4 0.7 0.0
C -3.735667 1.324462 0.513988 2.5 -1.1 -1.4
C 0.346787 -3.247977 2.815758 -1.4 -0.1 0.9
C -2.232113 -2.234837 0.812949 -0.6 0.8 1.6
C -1.747273 -3.339524 -1.067622 0.6 -0.2 -0.6
C -3.714870 3.860210 -1.858831 -0.3 2.1 0.5
C -3.145446 -1.244024 2.815173 0.3 -2.1 0.3
C 2.798423 3.426851 -0.966532 -0.1 -0.1 -0.7
C 2.019063 4.670046 -1.322956 0.7 0.2 2.1
C -2.872054 -3.435276 1.085676 -0.9 -0.1 0.6
C -2.392555 3.143327 -1.655629 -1.2 -0.7 1.7
C 2.788652 -1.317902 -3.235728 0.1 1.2 0.8
C -4.099499 -1.154114 -2.159145 2.2 -1.0 -0.1
H 5.874821 -1.907403 -1.695439 -0.2 -0.1 -0.2
H -1.122356 2.307429 3.614246 0.2 0.4 0.6
H 4.525341 -0.128015 -2.789441 0.2 0.5 -0.1
H 0.947669 4.829604 2.959059 -0.4 0.4 0.3
H -4.185436 1.687219 -4.122284 -0.7 0.0 0.1
H -4.228398 -4.530505 2.410826 0.4 0.5 0.0
H -3.300793 -0.493866 3.566320 0.1 0.6 -0.2
H -4.453919 2.032826 0.296600 -1.7 1.7 0.2
H -1.885121 -0.183115 1.453327 0.2 0.1 0.0
H 4.320018 -4.618115 1.785842 -0.6 -0.4 0.0
H 4.402202 3.820263 -2.248499 1.9 1.8 -0.2
H -1.595569 4.777714 -0.443088 0.7 0.5 -0.2
H -4.117042 -1.570184 -1.154970 -0.3 0.6 0.6
H -5.800658 0.546780 -0.783960 0.4 0.0 -0.7
H -3.107244 0.436453 -4.308061 0.5 -0.6 0.1
H -4.424749 3.813028 -1.007400 0.3 -0.5 -0.5
H 2.070367 -0.177263 1.968593 -0.2 0.7 0.0
H 5.876028 -3.922509 1.974508 0.1 0.0 -0.3
H 2.068429 -0.495069 -3.146776 0.4 0.0 -0.2
H 4.404819 -2.991137 -1.807922 0.7 0.6 -0.2
H 0.985779 3.893543 4.564484 -0.1 0.5 -0.3
H 5.070177 -1.764163 1.191033 0.7 0.9 -0.8
H 2.750017 5.494415 -1.386521 -0.4 -0.2 0.0
H 3.227136 3.510483 0.011729 0.7 0.4 0.4
H -0.954172 1.743606 2.015700 0.5 0.7 0.3
H -0.194698 -2.319328 5.491836 0.0 0.1 0.7
H -2.512026 3.634252 0.461184 0.7 -0.2 -0.2
H -1.059368 3.531096 2.293868 0.1 -0.9 0.3
H 3.815015 -1.157515 3.272207 0.1 -1.1 -0.2
H -0.362642 -0.427693 5.399038 0.4 -1.7 -0.7
H -5.674311 1.969736 -1.845484 0.1 -1.3 -0.2
H 2.258887 -2.129528 -2.782922 -0.2 -0.9 0.0
H 3.534437 -3.005127 3.371461 0.0 0.8 0.5
H -0.225980 -3.747871 3.646694 0.6 0.3 -0.8
H -4.268797 -2.641671 4.043391 0.2 0.1 -0.4
H 3.464867 0.768941 1.326012 -0.5 -0.6 -0.2
H -0.850963 3.085417 -0.132554 -0.7 1.1 0.2
H -1.436873 4.484963 -2.967385 0.1 -0.5 -0.1
H -1.514528 -4.464403 -2.792139 0.2 0.9 0.6
H -4.859713 -1.673245 -2.681613 -1.1 -0.5 -0.8
H 5.179011 -4.009283 0.343144 0.1 -0.3 -0.4
H -4.195918 0.353514 0.615997 -0.1 -0.2 0.5
H -0.855138 -2.866751 -2.880593 0.2 0.5 0.0
H 3.218947 2.874309 -3.031666 0.3 0.2 1.3
H -0.480359 3.072482 -2.542106 0.6 -0.4 -0.1
H 5.168068 -2.295544 3.554711 -0.5 0.1 -0.2
H -3.571133 4.970697 -1.933315 0.4 -0.5 0.1
H -4.828458 -0.019367 -4.463429 0.7 1.0 0.6
H -3.041545 1.595027 1.317535 -0.5 -0.1 -0.1
H 1.267485 1.869325 3.383192 0.0 0.1 -0.2
H 1.175394 -3.909574 2.537727 0.0 0.6 0.1
H -0.361222 -3.107837 1.984203 0.5 -0.3 0.2
H 1.509478 4.552754 -2.234891 -0.7 -0.1 -1.2
H 4.243547 2.130466 -1.824941 0.9 -1.0 0.4
H 1.325039 4.869780 -0.491487 0.0 0.2 -0.5
H -1.800087 2.928122 -3.722484 0.0 -0.3 -0.3
H 2.394511 4.023932 3.485510 -0.3 0.0 0.2
H -3.129958 -1.603529 -2.538926 -0.9 0.8 0.0
H -4.207933 3.681664 -2.796377 -0.4 -0.7 -0.4
H -6.398002 0.413286 -2.434198 0.3 0.2 0.0
H 5.216128 -2.534286 -3.286520 0.3 0.4 0.5
H 3.002513 -1.469093 -4.282029 0.2 -0.2 -0.2
H -1.414992 -1.553627 4.433801 0.8 0.0 0.6
```
Forces are in eV/Å.